1.
Below is a molecular structure, C13H28B2BrINO3 in a non-equilibrium geometry, with properties calculated with the ωB97M-V functional and the def2-TZVPD basis.

Summary:
HOMO-LUMO gap   6.97 eV
E_tot   -101070.715 eV
E_HOMO   -4.399 eV
Largest force on an atom   2.39 eV/A

Structure (ORCA input):
```
! wB97M-V def2-TZVPD RIJCOSX def2/J DEFGRID3
* xyz -1 1
C 1.63460 -3.92232 -0.08269
C 2.55450 -2.70867 0.00775
C 1.90290 -1.41050 0.52605
C 1.40808 -0.55413 -0.63874
C 0.48523 0.62359 -0.29699
B 1.40720 1.52318 0.69731
O 1.43036 1.23740 2.07872
N 2.19171 2.64798 0.23237
C 3.07138 2.34819 -0.89848
C 3.00579 3.25612 1.29125
O 0.23449 1.47187 -1.41189
B -0.93434 2.25736 -1.14482
Br -2.20136 2.35364 -2.77289
I -0.57133 4.47559 -0.69951
O -1.49879 1.70144 0.05874
C -0.88048 0.47242 0.43413
C -1.89470 -0.69608 0.18787
C -1.30528 -2.05518 -0.17784
C -2.99822 -0.38849 -0.83274
C -4.14077 0.44073 -0.28026
C -5.12880 -0.40212 0.55831
H 1.12247 -3.95863 -1.03803
H 2.24505 -4.82312 -0.04188
H 0.94301 -3.98212 0.74683
H 3.34076 -2.96456 0.71744
H 3.05295 -2.50153 -0.93490
H 2.69557 -0.90410 1.07270
H 1.13504 -1.61955 1.26159
H 2.29604 -0.18837 -1.14347
H 0.92247 -1.20131 -1.36894
H 2.27552 0.83671 2.33173
H 3.98026 1.81841 -0.59070
H 3.40956 3.29142 -1.33243
H 2.54940 1.82538 -1.68674
H 3.80411 2.57830 1.61466
H 3.50751 4.12512 0.86713
H 2.39440 3.58729 2.11804
H -0.78643 0.54038 1.51314
H -2.42276 -0.84656 1.13075
H -0.59211 -2.42346 0.54331
H -0.90869 -2.02840 -1.18785
H -2.12127 -2.77424 -0.19506
H -3.42940 -1.35953 -1.08522
H -2.59561 0.00323 -1.75788
H -3.77571 1.22193 0.37057
H -4.70929 0.91974 -1.07243
H -5.14248 -1.43939 0.22814
H -6.14217 -0.01894 0.48486
H -4.82037 -0.38609 1.59897
*
```

Löwdin population analysis, charges in e, atoms 1 to 4: C -0.115; C -0.247; C -0.197; C -0.109


2.
Below is a molecular structure, C13H28Br2Cl20GaIOP in a non-equilibrium geometry, with properties calculated with the ωB97M-V functional and the def2-TZVPD basis.

Summary:
HOMO-LUMO gap   7.03 eV
E_tot   -476280.927 eV
E_HOMO   -5.189 eV
Largest force on an atom   8.47 eV/A

Structure (ORCA input):
```
! wB97M-V def2-TZVPD RIJCOSX def2/J DEFGRID3
* xyz -1 1
C -4.36201 1.02210 -3.15012
C -3.64785 0.64193 -1.71962
Br -3.69780 2.35435 -0.61320
C -2.05414 0.17336 -1.90436
Br -1.39831 -0.70297 -0.20869
Ga -1.01260 1.92223 -2.38691
I 1.04053 1.45563 -4.02474
P -0.11120 3.04050 -0.54332
O 0.11435 2.15258 0.74432
H -4.78713 2.13322 -3.09737
H -5.24013 0.24769 -3.37197
H -3.52497 1.00603 -3.99213
H -4.25949 -0.14339 -1.07507
H -1.92665 -0.63044 -2.77025
H -2.11157 2.87595 -3.12182
H -1.05274 4.10833 -0.19600
H 1.14731 3.72212 -0.83766
C 1.50446 -3.31889 0.95284
Cl 1.73156 -4.20094 2.46790
Cl 0.88714 -4.38313 -0.31652
H 0.78975 -2.50867 1.11655
H 2.46451 -2.90531 0.63464
C -4.34667 4.42927 -5.19640
Cl -3.05214 3.23760 -5.36702
Cl -5.82968 3.87456 -5.98249
H -4.54555 4.58888 -4.13383
H -4.02930 5.36776 -5.65739
C 4.81447 2.79961 -4.56586
Cl 3.17793 2.23638 -4.20600
Cl 5.73226 1.56932 -5.44278
H 4.75338 3.70214 -5.17888
H 5.32750 3.02484 -3.62774
C 3.10606 4.16206 1.68276
Cl 3.44084 4.25182 3.41622
Cl 4.60264 4.20335 0.74281
H 2.57809 3.22924 1.47021
H 2.48250 5.01244 1.39637
C 3.40357 -3.90715 5.92146
Cl 2.98670 -2.19729 6.08757
Cl 5.03083 -4.22759 6.53327
H 2.68608 -4.50502 6.48877
H 3.35997 -4.18294 4.86503
C -0.83040 -2.89412 4.72196
Cl -0.61085 -1.57621 3.56442
Cl -1.73366 -2.35062 6.14101
H -1.38152 -3.70433 4.23831
H 0.15059 -3.25436 5.04117
C -3.91445 -3.47119 -2.26738
Cl -3.69490 -2.15327 -3.42492
Cl -4.81771 -2.92769 -0.84833
H -4.46557 -4.28139 -2.75103
H -2.93347 -3.83142 -1.94817
C -7.38504 -5.88440 -1.39034
Cl -7.05026 -5.79463 0.34311
Cl -5.88847 -5.84310 -2.33029
H -7.91301 -6.81722 -1.60290
H -8.00860 -5.03402 -1.67673
C 5.24709 -1.73962 0.12645
Cl 3.80832 -0.71331 0.08619
Cl 5.32322 -2.66979 1.62777
H 5.21470 -2.43100 -0.71914
H 6.13626 -1.10873 0.05334
C 5.70537 4.67858 6.10661
Cl 7.21464 5.26570 6.81541
Cl 4.32639 5.05033 7.14832
H 5.55769 5.15860 5.13612
H 5.77112 3.59566 5.97639
*
```

Löwdin population analysis, charges in e, atoms 1 to 4: C -0.237; C -0.760; Br 0.556; C -0.833


3.
Below is a molecular structure, C13H28ClIN3O2P2V in a non-equilibrium geometry, with properties calculated with the ωB97M-V functional and the def2-TZVPD basis.

Summary:
HOMO-LUMO gap (spin up / spin down)   7.07 / 7.75 eV
E_tot   -87377.471 eV
E_HOMO (spin up / spin down)   -14.711 / -14.714 eV
Expectation value of S²   2.03
Largest force on an atom   2.60 eV/A

Structure (ORCA input):
```
! wB97M-V def2-TZVPD RIJCOSX def2/J DEFGRID3
* xyz 2 3
C 4.71069 -4.19195 -1.13414
C 3.63491 -3.17001 -0.86984
H 4.30608 -5.18467 -0.88765
H 5.59754 -4.00587 -0.51823
H 5.02323 -4.18103 -2.18354
O 2.52904 -3.39215 -0.41968
I 4.12936 -1.07768 -1.35198
V -0.05593 0.83678 -0.10334
P -0.41988 -0.51060 -2.06034
C -2.16918 -0.87584 -2.44629
C -0.04562 0.66408 -3.42981
H 0.17578 0.09519 -4.34403
H 0.22992 -2.27311 -3.55276
H 0.81746 1.27997 -3.14986
H 1.55902 -1.82928 -2.44573
H -2.74296 0.06354 -2.41714
H -0.90831 1.32338 -3.59602
C 0.47644 -1.99423 -2.52151
H -2.25560 -1.34853 -3.43458
H 0.21787 -2.79589 -1.82553
H -2.56444 -1.56176 -1.68583
P 1.01003 -0.05445 1.90869
C -0.09583 -0.54709 3.28703
C 2.32041 -1.30938 2.03154
H 2.54741 1.80850 1.82892
H 2.29378 1.27463 3.52290
H 1.04662 2.23857 2.67615
C 1.80812 1.45997 2.55638
H 3.16495 -1.04348 1.37620
H 2.68334 -1.41093 3.06773
H 0.43899 -0.60395 4.25086
H -0.52113 -1.53573 3.05590
H 1.93258 -2.27496 1.67997
H -0.90919 0.19146 3.36713
Cl 1.40861 2.34176 -0.78215
C -3.66103 2.81847 3.54746
N -3.43335 2.47013 2.15372
C -4.51021 2.29206 1.34343
C -4.30252 2.05867 0.01509
C -2.96628 1.97853 -0.40391
N -1.98752 1.63304 0.44691
C -2.14243 2.11433 1.74385
O -1.17722 2.24955 2.50692
N -2.61696 2.19214 -1.71018
H -4.30033 3.69889 3.64473
H -2.70228 3.00295 4.01747
H -4.16794 1.99947 4.07827
H -5.49787 2.40395 1.78750
H -5.11604 2.04092 -0.70699
H -3.34276 2.58462 -2.30595
H -1.69275 2.60093 -1.89153
*
```

Löwdin population analysis, charges in e, atoms 1 to 4: C -0.079; C -0.776; H 0.101; H 0.097


4.
Below is 3 unconnected molecules or ions with the total composition C13H28FN2O4, with properties calculated with the ωB97M-V functional and the def2-TZVPD basis.

Summary:
HOMO-LUMO gap   8.16 eV
E_tot   -27814.193 eV
E_HOMO   -11.331 eV
Energy above the lowest of the compared OMol25 structures with the same formula, charge and spin   0.0 kJ/mol
Largest force on an atom   0.34 eV/A

Structure (ORCA input):
```
! wB97M-V def2-TZVPD RIJCOSX def2/J DEFGRID3
* xyz 1 1
C 2.74332 1.00387 1.14266
C 1.67279 1.82327 1.80322
F 1.72585 1.69412 3.17122
N 0.31155 1.42161 1.41029
C -0.68352 2.27138 0.97055
C -1.78701 1.52754 0.75706
N -1.44747 0.23148 1.07773
C -0.18242 0.18855 1.46668
H 2.59930 -0.06648 1.28715
H 2.82562 1.22220 0.07848
H 3.69189 1.27310 1.60817
H 1.75647 2.88254 1.55422
H -0.53285 3.33093 0.85141
H -2.76943 1.81411 0.42203
H -2.06920 -0.56588 1.03118
H 0.34777 -0.69270 1.78713
C -6.04081 -2.88177 0.15142
O -4.93586 -2.18336 0.71350
C -5.20610 -0.83260 1.01816
C -5.46254 -0.60901 2.49460
O -6.65793 -1.22364 2.91039
C -6.47715 -2.45176 3.59804
H -5.77578 -3.93600 0.13172
H -6.94134 -2.74759 0.75278
H -6.23318 -2.54362 -0.87081
H -6.04909 -0.45489 0.43222
H -4.31677 -0.25474 0.71861
H -5.55970 0.46723 2.67696
H -4.61221 -0.97697 3.08217
H -6.05651 -2.28058 4.59376
H -5.82757 -3.13212 3.04245
H -7.45959 -2.90479 3.70588
C 4.73019 -0.58633 -4.56590
O 5.16631 0.76000 -4.54723
C 4.46308 1.58528 -3.64254
C 5.24425 1.82116 -2.36824
O 5.41850 0.62935 -1.61794
C 6.70603 0.04969 -1.77432
H 5.44900 -1.14929 -5.15712
H 4.68622 -1.00963 -3.55897
H 3.74471 -0.67111 -5.03643
H 3.48573 1.14802 -3.40564
H 4.29243 2.54812 -4.13410
H 4.69630 2.53455 -1.74173
H 6.21407 2.26612 -2.60829
H 7.46543 0.64395 -1.25709
H 6.97629 -0.04125 -2.82776
H 6.67091 -0.94203 -1.32775
*
```

Löwdin population analysis, charges in e, atoms 1 to 4: C 0.011; C -0.316; F 0.050; N 0.020